ORCA calculation (the ωB97M-V functional and the def2-TZVPD basis) on a 15-piece molecular cluster, C48H137N19O15 overall in a non-equilibrium geometry.

```
219
Properties=species:S:1:pos:R:3:forces:R:3
C 10.75566 17.00426 13.67721 0.418 1.502 -0.333
C 10.88953 16.15216 14.90999 -0.473 -1.345 -1.011
C 9.65048 15.27506 14.90170 -0.775 -1.642 0.484
O 9.69885 14.30670 15.98795 0.235 0.972 -0.421
C 8.46342 13.67920 16.23137 1.467 -1.731 1.740
N 12.16413 15.42977 14.78546 0.175 -1.390 -0.428
H 10.86728 16.42107 12.73484 0.065 0.309 0.759
H 11.53954 17.79416 13.73422 -0.444 -0.436 -0.429
H 9.78486 17.51321 13.65933 0.145 -0.064 0.003
H 10.91411 16.70780 15.84022 0.117 0.420 0.099
H 9.56737 14.66454 13.97031 0.134 0.737 0.415
H 8.71116 15.83878 15.05549 0.511 0.276 -0.309
H 8.65476 13.14463 17.23053 -0.697 0.677 -1.286
H 8.22660 12.89943 15.50262 0.007 0.140 -0.247
H 7.65442 14.36549 16.32998 -0.689 0.683 0.096
H 12.32526 14.80208 15.56119 -0.238 -0.189 0.422
H 12.23598 14.78404 13.95932 -0.436 1.296 0.588
C 18.14968 15.90283 15.53535 -1.051 -1.362 1.674
C 19.09035 15.20606 16.51146 -1.170 -0.375 1.072
C 19.94510 14.15115 15.87096 -0.530 -0.006 0.868
O 19.17873 13.11047 15.37119 -0.701 -0.306 -0.108
C 19.97006 12.12356 14.76044 0.934 0.070 -0.211
N 19.91233 16.14202 17.25770 -0.762 1.114 -1.016
H 17.66233 15.05780 15.05366 -0.449 0.222 -0.361
H 18.52910 16.54256 14.78748 0.986 0.587 -0.708
H 17.41745 16.45908 16.13891 0.092 -0.111 -0.465
H 18.43908 14.67333 17.28020 0.618 0.728 -0.900
H 20.61335 13.74774 16.62636 0.588 0.041 0.201
H 20.47396 14.63971 15.09105 1.066 0.342 -1.004
H 20.05832 11.20598 15.38015 0.275 0.633 -0.005
H 20.98310 12.59393 14.51905 -1.138 -1.087 0.095
H 19.45147 11.80924 13.86283 0.130 0.018 -0.411
H 20.54134 15.63609 17.81258 1.197 -0.765 1.029
H 20.46760 16.65862 16.58195 0.092 0.253 0.163
C 20.72828 15.47050 11.02884 2.014 -0.957 -0.795
C 20.07572 16.78908 11.17122 -0.209 0.390 1.792
C 18.55287 16.68513 11.06136 1.887 -0.113 -2.171
O 18.07684 15.83666 12.05186 0.472 -0.350 0.248
C 16.80179 15.45159 11.72403 -1.919 -0.485 -1.071
N 20.53222 17.35290 12.47442 -0.432 -0.490 -0.022
H 21.81827 15.56563 11.21394 -0.346 0.347 -0.661
H 20.58348 14.97099 10.04133 -0.093 0.253 0.857
H 20.51555 14.83571 11.86245 -0.992 -0.748 0.305
H 20.44296 17.47697 10.43204 0.002 0.349 -0.581
H 18.44871 16.30468 9.95881 -0.642 0.286 1.813
H 18.13034 17.67764 11.13540 -0.489 0.374 -0.007
H 16.26571 14.79680 12.39534 0.808 -0.643 0.696
H 16.76216 15.00681 10.71196 0.081 -0.066 0.285
H 16.11238 16.27679 11.70434 -0.181 0.934 -0.226
H 20.17068 16.78341 13.25322 0.167 0.017 -0.593
H 20.02895 18.21366 12.56817 -0.105 0.926 0.286
C 12.99920 21.01893 14.60533 0.202 1.365 0.264
C 14.31096 21.22387 13.83562 -1.270 -2.057 0.362
C 14.23768 20.45621 12.48045 1.529 0.526 -0.799
O 14.00666 19.06675 12.73362 -0.344 1.078 0.491
C 14.05401 18.19729 11.65368 -0.086 -0.299 -1.730
N 14.65199 22.58950 13.74682 1.156 2.869 0.447
H 13.05761 21.29920 15.66212 0.354 -0.045 -0.090
H 12.53562 20.07237 14.55107 -0.174 -1.296 -0.193
H 12.29545 21.72422 14.17104 -0.317 0.152 -0.173
H 15.15656 20.77717 14.35481 -0.191 -0.447 0.218
H 15.24950 20.56428 11.99185 -0.694 -0.096 0.372
H 13.53937 20.90039 11.73680 -0.144 -0.374 0.611
H 13.40664 18.47369 10.76028 0.293 0.013 1.176
H 13.72951 17.22078 12.02320 0.020 0.073 -0.080
H 15.06312 18.08458 11.20182 -0.191 0.211 0.474
H 15.35329 22.79846 14.47363 -0.369 -0.194 -0.663
H 13.94780 23.33059 13.93964 0.090 -1.378 -0.505
C 16.06622 12.08287 15.50398 0.243 -0.323 1.841
C 15.61304 12.93754 16.79092 0.852 -2.192 -0.991
C 14.31300 12.42966 17.37004 -0.214 -0.143 -1.382
O 13.21315 12.86106 16.58422 -0.097 -0.128 0.538
C 12.02109 12.39879 17.19741 -0.739 -1.784 -1.735
N 16.50383 12.70924 17.91821 3.638 0.874 0.272
H 16.80430 12.60335 14.90679 0.092 0.291 0.004
H 15.23508 11.80285 14.86626 -0.325 0.109 0.045
H 16.56467 11.14055 15.85804 -0.514 0.695 -0.215
H 15.61470 13.94498 16.46868 -0.528 1.325 -0.118
H 14.17515 12.81885 18.36684 0.003 0.104 0.665
H 14.39048 11.31263 17.40220 -0.325 0.681 0.037
H 11.80437 12.83770 18.15537 0.335 0.075 0.684
H 12.06921 11.24890 17.23211 -0.217 1.517 0.319
H 11.17548 12.68214 16.54493 0.467 -0.141 0.191
H 16.14721 13.17020 18.75190 -0.063 0.160 -0.098
H 17.50300 13.15370 17.80556 -2.630 -1.202 -0.075
C 15.43793 13.27252 24.47888 -0.765 -1.831 -0.495
C 15.97241 13.55350 23.08887 -0.893 1.039 -0.705
C 16.59633 12.36306 22.35088 0.791 -0.937 2.275
O 17.53096 12.82572 21.43673 1.138 0.961 -0.631
C 18.39511 11.89028 20.81110 0.728 0.249 0.659
N 14.94258 14.21066 22.25644 0.968 0.706 0.671
H 14.89912 14.07330 24.89615 -0.568 1.455 0.113
H 16.25343 13.10227 25.12993 0.932 -0.462 0.796
H 14.72754 12.42156 24.58958 0.568 0.192 -0.456
H 16.70885 14.35197 23.28064 0.268 -0.516 -0.479
H 15.86686 11.77830 21.82153 -0.823 -0.320 -0.164
H 17.06181 11.66219 23.11889 -0.158 0.669 -0.794
H 17.80153 11.02142 20.58536 0.120 -0.638 -0.390
H 19.28438 11.62748 21.44793 -0.950 0.065 -0.148
H 18.84218 12.34865 19.91202 -0.607 -0.118 0.209
H 14.18456 13.60867 22.07450 -1.066 -0.943 -0.109
H 15.30760 14.49926 21.35930 0.160 0.248 -0.224
C 17.77993 19.31701 14.68865 -3.630 -0.692 0.989
C 18.79431 20.36741 14.80540 2.520 0.130 0.209
C 20.11033 19.79945 15.43672 -2.149 0.519 1.817
O 21.03518 20.84688 15.63938 -1.295 0.181 -1.317
C 22.13926 20.40885 16.31933 0.441 1.143 2.191
N 19.12896 20.88502 13.47998 0.337 0.977 -0.411
H 16.79779 19.65767 14.22546 1.347 -0.055 0.202
H 17.37928 18.92206 15.65309 0.613 0.562 -0.276
H 18.03432 18.42763 14.16713 0.763 -0.527 -0.906
H 18.46524 21.14256 15.50537 0.026 -0.115 -0.188
H 20.54536 18.97323 14.87657 0.070 -0.115 -0.243
H 19.74692 19.44237 16.46795 0.733 -0.006 -1.159
H 22.84188 21.25627 16.36988 0.082 -0.511 -0.368
H 22.55203 19.52875 15.86067 0.532 -0.507 -0.024
H 21.85821 20.25838 17.40317 0.338 -0.504 -0.805
H 20.00051 21.41939 13.48343 0.243 -0.618 0.417
H 18.51265 21.65815 13.28222 -0.842 -0.083 -0.396
C 13.41895 12.20714 11.63944 -1.381 -0.775 1.440
C 11.94776 12.61552 11.89216 0.983 1.382 -1.418
C 11.43450 12.23716 13.22238 0.036 0.221 1.252
O 10.07348 12.62000 13.41389 -0.143 -0.717 -0.588
C 9.10559 11.69327 12.96080 -0.380 -1.321 0.028
N 11.81994 14.07216 11.71823 -1.740 -0.726 1.965
H 14.03442 12.69932 12.41841 -0.082 -0.414 -0.466
H 13.78092 12.44945 10.64400 -0.104 -0.023 -0.026
H 13.35280 11.10630 11.80009 0.917 0.586 -0.262
H 11.28651 12.08963 11.22508 -0.172 -0.412 -0.980
H 11.93023 12.79452 13.99813 0.578 0.091 0.409
H 11.65205 11.18361 13.38400 -0.460 -0.359 0.225
H 8.28150 12.18940 12.42416 0.392 0.051 0.223
H 8.66007 11.11508 13.81257 0.337 0.604 -0.434
H 9.52140 10.90264 12.28939 -0.078 0.713 0.268
H 12.21731 14.38816 10.86487 -0.296 0.366 -0.812
H 10.80091 14.28093 11.89861 1.653 0.269 -0.874
C 11.58149 15.30801 19.22989 -1.093 -0.796 1.343
C 11.65109 16.54900 20.06599 0.059 0.400 0.724
C 12.18699 17.79817 19.42093 0.834 0.393 -0.090
O 11.52903 18.03720 18.18413 0.215 0.101 1.227
C 11.91559 19.27430 17.67230 -0.606 0.611 -2.082
N 10.27272 16.81786 20.52341 0.521 0.599 -0.276
H 10.86154 15.25514 18.45478 -0.628 0.638 -1.057
H 11.22039 14.53780 19.91084 -0.157 -0.308 0.332
H 12.46628 14.88134 18.89386 2.064 -0.155 -0.763
H 12.36185 16.32471 20.90213 -0.495 0.213 -0.317
H 13.29156 17.70652 19.22097 -0.783 -0.037 0.246
H 12.03617 18.65518 20.14355 0.109 -0.680 -0.755
H 11.99901 20.10156 18.40225 -0.347 -0.395 0.053
H 11.10277 19.48723 16.90579 1.159 0.263 0.725
H 12.89338 19.22251 17.15288 -0.363 -0.010 0.189
H 9.87827 15.95652 20.89141 -0.152 0.698 0.522
H 10.20462 17.69525 21.08280 -0.041 -1.368 0.002
C 13.82902 22.20129 20.03066 -0.111 0.360 -0.303
C 14.63782 21.71922 18.79816 -0.119 1.129 -0.473
C 15.73858 22.68639 18.34720 1.072 0.830 2.858
O 16.03867 22.57958 17.01281 0.120 -1.069 -1.330
C 17.36137 22.99288 16.80164 -0.649 0.912 0.139
N 15.17143 20.43230 19.08039 1.017 -0.717 0.801
H 13.44202 23.25274 20.00296 1.040 -0.620 0.079
H 14.27665 21.88662 21.00951 0.038 0.686 -0.972
H 12.91015 21.66792 19.99505 -0.968 -0.850 0.056
H 14.10561 21.70107 17.82230 -1.044 0.007 0.687
H 16.69653 22.51962 18.96432 -1.291 0.043 -0.549
H 15.46118 23.75001 18.49463 -0.248 -0.312 0.459
H 18.03290 22.32919 17.32400 0.504 -0.086 0.274
H 17.45697 24.04330 17.16778 0.351 -0.559 -0.324
H 17.52762 22.92250 15.74541 0.304 0.258 -0.581
H 14.61882 19.73106 19.55224 -0.566 0.540 0.106
H 15.51505 19.97676 18.27011 0.432 -0.418 -0.944
C 10.45970 19.81659 24.90838 -0.394 0.360 2.406
C 11.25709 19.89202 23.64595 -2.058 -0.252 -1.159
C 12.24179 18.73467 23.59576 -0.277 0.976 -1.889
O 12.89728 18.82402 22.31162 -0.806 -0.646 0.564
C 14.14361 18.14062 22.19750 -0.778 -0.324 0.201
N 10.28084 19.67022 22.50723 0.442 0.788 -0.365
H 9.83654 20.63883 25.39260 0.746 -0.396 -1.660
H 11.14959 19.63266 25.72119 0.402 -0.270 0.405
H 9.82548 18.94832 24.89590 -0.410 -0.512 -0.129
H 11.75058 20.85443 23.60337 0.329 0.153 -0.405
H 11.69203 17.81140 23.79025 0.156 -0.286 -0.395
H 12.95992 18.88956 24.33699 1.380 0.048 1.499
H 14.82841 18.64783 22.84961 0.809 0.072 0.371
H 14.45174 18.27013 21.16388 0.163 -0.158 0.015
H 14.10333 17.05379 22.44852 -0.117 0.658 -0.179
H 9.30806 19.79537 22.78369 0.410 0.127 0.192
H 10.43708 20.31625 21.72331 0.088 -0.441 0.498
C 17.01931 15.87360 19.48308 -0.926 1.382 -2.459
O 15.82562 15.58581 19.64790 0.091 -1.211 0.887
N 18.07155 15.06972 19.89359 -0.300 1.623 -0.392
N 17.25880 16.96458 18.68088 1.110 -0.774 0.843
H 19.00766 15.50293 20.00056 -1.218 -0.647 0.111
H 17.69104 14.38535 20.53068 0.757 -0.339 0.619
H 18.23284 17.03972 18.45855 0.396 0.430 -0.616
H 16.58529 17.32791 17.97261 0.217 -0.068 0.971
C 16.17126 8.56799 18.19382 -0.203 -1.890 0.682
O 15.26424 7.76288 18.05759 -0.914 0.674 0.030
N 16.13339 9.74809 18.85630 -0.082 0.246 0.081
N 17.41531 8.17680 17.84092 2.335 1.243 0.104
H 15.22401 9.98062 19.19239 -0.380 0.468 -0.060
H 16.72884 10.49359 18.52194 -0.351 0.430 0.035
H 17.46797 7.17944 17.68840 0.401 0.291 0.020
H 18.17917 8.71067 18.32508 -0.912 -1.424 -0.928
C 8.45461 18.14160 17.23262 -1.135 -1.524 -1.686
O 8.04148 18.18965 16.07437 0.148 -0.128 -0.081
N 8.84870 16.97358 17.81921 0.832 -1.864 -1.709
N 8.43442 19.20882 18.04491 -1.220 0.854 0.370
H 9.22906 16.23316 17.13771 -0.977 1.683 1.608
H 9.25679 16.93523 18.75238 0.060 0.329 -0.056
H 9.27169 19.20510 18.53537 1.469 0.859 1.611
H 7.99469 20.06661 17.72496 0.624 -0.448 -0.090
C 14.67105 17.45136 16.44730 -0.097 -0.529 0.120
O 15.50098 18.28668 16.84199 -0.101 0.218 -0.535
N 14.43274 16.32226 17.16252 -0.085 -0.028 -0.024
N 13.89317 17.49310 15.32800 1.038 0.873 0.797
H 14.93129 15.94539 17.95724 0.155 0.520 0.252
H 13.81843 15.72976 16.67714 -0.685 -1.242 -0.074
H 13.27506 16.68636 15.12293 0.235 0.349 -0.463
H 14.10370 18.19521 14.63680 -0.137 0.058 -0.130
```
Positions in Å, forces in eV/Å.

As for the highest occupied orbital energy: -0.3057 hartree.